# 1
Here is 2 unconnected molecules or ions with the total composition C23H25N2 in a non-equilibrium geometry from OMol25. Energies are from ωB97M-V with the def2-TZVPD basis set.

Geometry as XYZ:
```
50
Properties=species:S:1:pos:R:3:forces:R:3
C -5.7362 -0.2355 0.1160 -0.059 0.032 -0.145
N -4.7126 0.2279 1.0324 -0.102 0.614 -0.246
C -5.1461 0.3707 2.4094 0.362 -0.479 0.062
C -3.3647 0.0738 0.7226 0.060 -0.308 0.208
C -2.7604 0.9481 -0.2080 0.245 -0.098 -0.005
C -1.3874 0.9402 -0.3805 -0.247 0.149 0.047
C -0.5926 -0.0469 0.2513 0.177 -0.231 -0.232
C 0.8502 -0.0386 0.1846 -0.852 -0.007 -0.042
C 1.7147 -1.2000 0.3138 1.203 -0.022 0.298
C 3.0375 -0.7314 0.6290 -0.627 -1.541 0.148
C 4.0308 -1.6314 1.0003 -0.448 0.650 -0.216
C 3.7169 -2.9963 1.0695 -0.396 -0.123 -0.167
C 2.4503 -3.4611 0.6821 0.263 -0.053 -0.003
C 1.4538 -2.5711 0.2604 0.045 0.197 0.046
C 3.0005 0.7253 0.6617 -0.687 1.379 0.191
C 1.6546 1.1482 0.3672 1.570 0.203 0.155
C 1.3100 2.4938 0.4897 -0.032 -0.278 0.028
C 2.2678 3.4029 0.9495 0.383 -0.041 -0.035
C 3.5735 2.9800 1.2562 -0.568 0.229 -0.267
C 3.9500 1.6385 1.0935 -0.166 -0.447 -0.173
C -1.2368 -1.0142 1.0598 0.253 -0.163 0.104
C -2.5818 -0.9150 1.3564 0.001 0.359 -0.138
H -5.3845 -0.1919 -0.9228 -0.105 0.037 0.278
H -6.0293 -1.2758 0.3422 0.042 0.173 -0.118
H -6.6208 0.4025 0.2354 0.134 -0.175 -0.209
H -4.4349 0.9967 2.9623 -0.215 -0.147 -0.103
H -6.1284 0.8586 2.3996 0.250 -0.125 0.120
H -5.2285 -0.6066 2.9099 -0.163 0.198 0.143
H -3.3876 1.6845 -0.7117 0.202 -0.176 0.156
H -0.9213 1.6956 -1.0178 -0.173 -0.365 0.228
H 5.0122 -1.2483 1.2663 -0.080 -0.255 0.025
H 4.4687 -3.7021 1.4342 -0.298 0.229 -0.216
H 2.2331 -4.5326 0.7216 0.118 0.434 -0.081
H 0.4921 -2.9375 -0.1005 0.216 0.003 0.233
H 0.2990 2.8103 0.2439 0.274 0.137 0.252
H 1.9898 4.4523 1.0700 0.157 -0.369 -0.030
H 4.2984 3.7077 1.6268 -0.236 -0.249 -0.129
H 4.9615 1.2993 1.3268 -0.300 0.218 0.015
H -0.6421 -1.8147 1.5037 -0.215 0.369 0.002
H -3.0471 -1.6042 2.0614 0.122 0.182 -0.227
C 2.3658 -0.5463 -3.2634 0.109 -0.044 -0.020
N 1.1265 -0.1479 -2.6251 -0.295 -0.281 0.817
C 0.2658 0.6999 -3.4240 -0.075 0.020 -0.101
H 2.8691 -1.2940 -2.6390 -0.009 0.202 -0.101
H 2.2028 -0.9928 -4.2611 0.097 0.163 0.200
H 3.0183 0.3350 -3.3634 -0.137 -0.314 -0.051
H 0.6287 -0.9409 -2.2219 0.122 0.183 -0.575
H -0.6823 0.8449 -2.8968 0.171 0.037 -0.203
H 0.7521 1.6790 -3.5635 -0.202 -0.299 -0.064
H 0.0309 0.2616 -4.4100 0.115 0.191 0.142
```
Forces are in eV/Å.

Output
Charge = +1
Highest occupied orbital energy = -0.4029 Ha
Multiplicity = 1
Lowest unoccupied orbital energy = -5.5 eV
Orbital gap = 5.51 eV
Energy relative to the best compared isomer or geometry (same formula, charge and spin) = 0.0 kJ/mol

***

# 2
Here is 2 unconnected molecules or ions with the total composition C3HN3S in a non-equilibrium geometry from OMol25. Energies are from ωB97M-V with the def2-TZVPD basis set.

Geometry as XYZ:
```
8
Properties=species:S:1:pos:R:3:forces:R:3
C -3.2583 0.1855 0.0430 -2.166 -0.435 0.424
C 0.0525 -0.9323 -0.0671 -3.302 1.639 -1.038
C -1.0381 3.0590 0.1863 -3.407 0.916 0.324
N -4.3959 0.3533 0.1839 0.072 -0.194 0.287
N -1.0003 -0.4381 -0.1876 1.603 -1.819 1.526
N -2.0337 0.1802 -0.2931 1.928 1.698 -1.761
S 0.3789 2.6761 0.0530 3.466 -0.877 -0.317
H 0.8644 -1.4199 0.3075 1.806 -0.928 0.555
```
Forces are in eV/Å.

Output
Highest occupied orbital energy = -0.3456 Ha
Multiplicity = 1
Lowest unoccupied orbital energy = 0.0 eV
Orbital gap = 9.39 eV
Energy relative to the best compared isomer or geometry (same formula, charge and spin) = 399.6 kJ/mol

***

# 3
Here is 6 unconnected molecules or ions with the total composition C21H56B2N10O9 in a non-equilibrium geometry from OMol25. Energies are from ωB97M-V with the def2-TZVPD basis set.

Geometry as XYZ:
```
98
Properties=species:S:1:pos:R:3:forces:R:3
C 2.9147 0.5372 0.5139 0.983 -0.669 -0.892
C 3.4649 -1.0183 0.2552 -0.134 1.099 -0.368
C 2.7176 -1.5392 -1.1437 1.261 -0.649 0.518
C 1.8135 -2.8896 -0.9174 -1.133 0.661 0.268
C 0.5017 -2.6192 0.0839 0.400 -0.355 -0.292
C 0.0170 -4.0929 0.6141 -0.176 0.504 -0.118
C -1.4452 -4.1058 1.3691 0.414 -0.931 -0.037
C -2.5891 -4.8077 0.3935 -0.808 0.370 1.712
C -3.9948 -4.8261 1.2982 0.546 0.080 -0.449
C -4.6967 -3.3109 1.2055 0.075 -1.340 0.711
C -6.1877 -3.4677 0.5337 -0.135 -0.803 0.870
C -7.2033 -2.2102 0.8027 0.442 -0.042 0.809
B -6.8391 -0.8275 -0.0065 -0.413 1.150 0.739
C -6.3133 -0.6996 -1.5586 0.236 0.993 -1.003
B -6.9940 -1.7568 -2.6181 -0.708 -1.353 -1.496
O -6.3794 -3.0429 -3.0729 0.648 3.344 2.490
O -8.3223 -1.4356 -3.2499 3.772 0.455 -0.591
O -7.0458 0.4686 0.7295 1.823 -2.212 -0.656
C -5.9628 0.6389 1.7104 -0.922 0.048 1.102
C -5.3120 2.1405 1.6060 1.404 -0.303 -0.186
C -3.7991 2.0147 0.9487 0.215 0.116 0.206
O -6.1420 3.0974 0.8226 2.405 -0.030 1.006
H 3.6406 1.1152 1.2308 -1.710 -1.105 -1.108
H 1.7973 0.5119 0.8624 2.215 0.261 -0.591
H 3.0072 1.0703 -0.5479 -0.462 -0.965 2.463
H 4.6472 -0.9413 0.1194 -2.591 -0.312 0.156
H 3.2679 -1.7295 1.1640 0.226 1.329 -1.730
H 3.6139 -1.8073 -1.8823 -2.126 0.610 1.288
H 2.1037 -0.6254 -1.5781 1.119 -2.143 0.815
H 1.3691 -3.2334 -1.9528 1.007 0.498 2.013
H 2.3945 -3.7893 -0.4163 -0.833 1.989 -1.208
H -0.3813 -2.1093 -0.5016 1.739 -0.950 1.011
H 0.8059 -1.8772 0.9604 -0.645 -1.743 -1.701
H -0.0767 -4.7923 -0.3456 0.366 1.385 2.105
H 0.8483 -4.5164 1.3361 -1.653 0.761 -1.537
H -1.7767 -3.0301 1.7624 0.680 -2.297 -1.070
H -1.3286 -4.7962 2.3340 -0.428 1.485 -2.041
H -2.3262 -5.9175 0.1167 -0.169 2.293 0.450
H -2.7692 -4.1522 -0.5622 0.429 -1.381 1.680
H -4.7166 -5.6739 0.9157 1.293 1.827 0.607
H -3.7205 -5.1189 2.4198 -0.560 0.760 -2.419
H -4.7449 -2.9253 2.3270 -0.121 -0.448 -2.491
H -3.9462 -2.6603 0.5843 -1.638 -0.913 1.157
H -6.6860 -4.4153 1.0623 1.144 1.998 -1.178
H -6.0477 -3.7682 -0.5883 -0.450 0.730 2.031
H -7.1334 -1.9445 1.9636 -0.278 -0.676 -2.365
H -8.3347 -2.5121 0.6167 2.292 0.591 0.219
H -5.1245 -0.7095 -1.6641 -2.388 -0.141 0.515
H -6.6321 0.3906 -1.9265 0.679 -2.214 0.846
H -5.4847 -3.0925 -2.5826 -2.055 -0.042 -1.228
H -8.0548 -0.9358 -4.1004 -0.898 -1.172 1.882
H -6.4324 0.4987 2.7944 0.987 0.301 -2.213
H -5.1787 -0.2302 1.5665 -1.124 1.984 0.373
H -5.1641 2.5705 2.6879 -0.486 -0.934 -1.958
H -3.5328 0.9244 0.5948 -0.702 2.140 0.631
H -3.0208 2.2799 1.8010 -1.452 -0.369 -2.013
H -3.6969 2.7347 0.0091 -0.100 -1.460 2.129
H -5.5324 3.9085 0.7393 -1.473 -1.808 0.180
N 4.5960 4.1634 -1.8358 0.676 0.833 0.906
C 3.6197 3.3542 -2.2849 -0.537 0.013 0.203
N 3.8969 2.7360 -3.4471 -0.273 -1.034 -1.291
O 2.5677 3.1939 -1.6864 -0.231 -0.074 0.094
H 5.4690 4.3082 -2.3144 -0.116 0.076 -0.267
H 4.4277 4.6481 -0.9640 0.119 -0.057 -0.221
H 3.1884 2.1176 -3.8202 0.236 0.290 0.207
H 4.7573 2.8552 -3.9545 0.139 0.144 0.205
N 8.4922 3.6073 1.2919 0.752 0.139 0.710
C 7.3695 3.9114 0.6161 0.005 0.360 0.386
N 7.0789 3.0694 -0.3920 -0.469 -0.665 -1.141
O 6.6712 4.8732 0.8950 -0.324 0.282 -0.049
H 9.0802 2.8197 1.0773 0.064 0.133 0.261
H 8.7473 4.2159 2.0587 -0.022 -0.323 -0.321
H 6.2418 3.2623 -0.9264 0.192 -0.266 0.179
H 7.6416 2.2721 -0.6368 -0.125 0.125 0.163
N 12.4835 2.4456 3.6875 1.127 0.836 -0.038
C 11.3451 1.8630 3.2703 -0.179 0.041 -0.296
N 10.8262 0.9697 4.1320 -0.869 -0.957 0.491
O 10.8251 2.1237 2.1968 -0.062 0.029 -0.278
H 12.9268 2.2441 4.5680 -0.105 0.038 -0.178
H 12.9072 3.1244 3.0686 -0.138 -0.255 0.270
H 9.9691 0.5082 3.8564 0.322 0.169 0.155
H 11.2397 0.7419 5.0203 -0.082 0.057 -0.178
N -12.0715 1.5367 1.0616 -1.726 0.333 -0.108
C -10.8910 1.0625 1.4988 0.478 -0.290 0.328
N -9.8333 1.4178 0.7474 0.938 0.061 -0.318
O -10.7880 0.3664 2.4965 -0.072 -0.128 0.186
H -12.1764 2.1114 0.2424 0.054 -0.133 0.179
H -12.8933 1.2926 1.5986 0.322 0.116 -0.246
H -8.9256 1.0818 1.0418 -0.013 0.151 -0.224
H -9.8982 1.9903 -0.0773 0.019 -0.099 0.187
N 8.7335 1.9489 -3.4218 0.921 0.100 0.980
C 7.6109 2.2529 -4.0977 -0.037 0.128 0.063
N 7.3203 1.4109 -5.1058 -0.722 -0.496 -1.032
O 6.9125 3.2148 -3.8187 -0.391 0.287 0.071
H 9.3216 1.1612 -3.6365 -0.118 0.163 0.016
H 8.9886 2.5575 -2.6550 -0.033 -0.155 -0.289
H 6.4832 1.6039 -5.6401 0.370 -0.130 0.138
H 7.8829 0.6137 -5.3505 -0.112 0.155 0.052
```
Forces are in eV/Å.

Output
SMILES string = CCCCCCCCCCCCB(CB(O)O)OC[C@@H](C)O.NC(N)=O.NC(N)=O.NC(N)=O.NC(N)=O.NC(N)=O
Highest occupied orbital energy = -0.3406 Ha
Multiplicity = 1
Lowest unoccupied orbital energy = 0.2 eV
Orbital gap = 9.45 eV

***

# 4
Here is a single C5H10O molecule in a non-equilibrium geometry from OMol25. Energies are from ωB97M-V with the def2-TZVPD basis set.

Geometry as XYZ:
```
16
Properties=species:S:1:pos:R:3:forces:R:3
C 2.1002 0.1663 0.3396 0.064 -0.023 0.026
C 0.6252 0.4003 0.1338 0.242 -0.025 -0.269
C -0.0397 -0.5108 -0.8994 0.251 0.030 -0.211
C -1.5216 -0.3494 -0.5832 0.136 0.221 -0.055
C -1.4499 0.2482 0.8623 -0.588 -0.453 -1.153
O -0.1186 0.1267 1.3178 -0.173 -0.097 -0.222
H 2.5185 0.8559 1.0775 -0.062 -0.102 -0.063
H 2.6199 0.3190 -0.6121 -0.011 -0.017 0.150
H 2.2772 -0.8613 0.6708 -0.010 0.107 -0.014
H 0.4440 1.4553 -0.1465 0.085 -0.125 -0.003
H 0.2129 -0.2609 -1.9287 0.116 -0.008 -0.015
H 0.2797 -1.5381 -0.6860 0.012 0.144 -0.147
H -2.0525 -1.3178 -0.6462 0.211 0.503 0.290
H -2.0612 0.3427 -1.2341 0.259 -0.042 -0.149
H -2.1403 -0.4236 1.3266 -0.235 0.315 1.682
H -1.7232 1.3160 0.8621 -0.296 -0.429 0.155
```
Forces are in eV/Å.

Output
SMILES string = C[C@H]1CCCO1
Highest occupied orbital energy = -0.3636 Ha
Multiplicity = 1
Lowest unoccupied orbital energy = 1.2 eV
Orbital gap = 11.10 eV
Energy relative to the best compared isomer or geometry (same formula, charge and spin) = 60.6 kJ/mol

***

# 5
Here is a molecular structure, C7H13NO5S in a non-equilibrium geometry from OMol25. Energies are from ωB97M-V with the def2-TZVPD basis set.

Geometry as XYZ:
```
27
Properties=species:S:1:pos:R:3:forces:R:3
C -0.0584 -0.1110 1.2637 -1.355 -1.238 2.003
C -1.5806 2.4443 -2.9324 0.069 0.116 -0.826
C 1.7090 -0.3407 -1.1095 -2.513 1.249 0.859
C -1.9154 2.8699 1.5321 1.282 -6.705 -0.225
C 0.8355 -1.3125 1.0748 2.049 -0.219 1.520
C 2.0894 -0.9561 0.2230 -2.273 2.498 0.078
C -1.3145 0.0760 0.6749 -0.620 2.247 -1.443
N -1.4770 -0.5875 -1.1211 -1.089 -2.262 -1.058
O -1.3215 1.3665 -3.2074 0.513 -2.399 -0.544
O 0.0749 0.6899 2.1950 2.469 0.686 0.714
O -1.8363 3.5429 -2.8246 -0.636 2.653 0.572
O -0.4652 2.1697 -0.7007 -0.321 -0.377 0.701
O -2.9024 1.7367 -0.7295 0.711 -0.422 0.482
S -1.6523 1.7449 0.0346 -0.832 0.936 2.385
H 1.2564 -1.1304 -1.6776 -1.345 -0.169 -0.470
H 1.0802 0.6607 -0.9710 0.958 -2.516 -0.467
H 2.4414 -0.0881 -1.8033 2.209 0.641 -0.487
H -1.1141 2.3491 2.1598 -1.501 1.196 -0.133
H -1.6247 3.7249 1.1365 0.781 4.455 -1.273
H -2.9430 2.6053 1.6774 -0.481 0.595 0.811
H 1.0772 -1.7766 2.1311 -0.172 1.147 -2.031
H 0.5310 -2.1241 0.4711 -1.828 -0.821 -0.372
H 2.6315 -0.2180 0.6821 1.562 1.711 1.707
H 2.7019 -1.7468 0.0974 1.862 -2.910 -0.329
H -2.3256 -1.0846 -0.9765 -0.784 -0.561 0.204
H -1.7454 0.2060 -1.6513 0.559 0.287 -1.476
H -0.7897 -1.2544 -1.3940 0.728 0.182 -0.903
```
Forces are in eV/Å.

Output
Highest occupied orbital energy (alpha / beta) = -0.2191 / -0.3671 Ha
Multiplicity = 3
Lowest unoccupied orbital energy (alpha / beta) = 0.6 / -1.9 eV
Orbital gap (alpha / beta) = 6.56 / 8.07 eV
Energy relative to the best compared isomer or geometry (same formula, charge and spin) = 0.0 kJ/mol

***

| no. | total energy (Ha) |
| --- | --- |
| 1 | -1000.66771 |
| 2 | -677.13673 |
| 3 | -2108.21625 |
| 4 | -271.72952 |
| 5 | -1103.41908 |